Formula: C27H43ClN2O5S
Source: OMol25
Level of theory: wB97M-V/def2-TZVPD

```
! RIJCOSX wB97M-V def2-TZVPD def2/J DEFGRID3
* xyz 0 1
C -0.179 5.365 2.669
C 1.096 4.943 1.885
C 1.621 3.543 2.266
Cl 3.347 3.477 1.702
C 0.779 2.398 1.693
C -0.492 2.667 1.033
C -1.305 1.731 0.510
C -2.640 2.017 -0.184
C -3.141 3.466 -0.034
C -4.040 3.670 1.217
C -5.379 2.919 1.106
O -5.560 2.021 2.233
C -6.850 1.980 2.663
O -7.337 2.777 3.409
C -0.902 0.344 0.558
N -1.573 -0.699 0.093
S -0.603 -1.967 0.491
N 0.625 -1.216 1.204
C 0.363 0.094 1.224
C 1.196 1.104 1.807
C 2.455 0.605 2.495
H -0.566 4.573 3.323
H -0.015 6.268 3.272
H -0.958 5.639 1.940
H 1.891 5.646 2.170
H 0.988 4.996 0.794
H 1.592 3.422 3.359
H -0.820 3.700 0.973
H -3.365 1.316 0.260
H -2.466 1.791 -1.246
H -3.804 3.656 -0.898
H -2.358 4.230 -0.088
H -4.278 4.741 1.280
H -3.483 3.315 2.094
H -6.206 3.645 1.152
H -5.506 2.367 0.161
H -7.493 1.132 2.344
H 3.087 0.121 1.741
H 2.971 1.359 3.088
H 2.137 -0.192 3.189
C 4.249 -5.196 1.869
C 3.047 -4.264 1.809
C 3.714 -2.899 1.789
O 4.977 -3.067 1.132
C 5.257 -4.463 0.996
H 4.041 -6.207 1.520
H 4.620 -5.260 2.896
H 2.496 -4.426 0.878
H 2.352 -4.386 2.639
H 3.907 -2.535 2.805
H 3.123 -2.153 1.260
H 5.136 -4.732 -0.059
H 6.290 -4.658 1.288
C -0.141 -5.674 -3.473
C -0.862 -4.333 -3.512
C -1.176 -4.109 -2.042
O -0.134 -4.744 -1.295
C 0.640 -5.571 -2.172
H 0.496 -5.857 -4.338
H -0.870 -6.486 -3.410
H -0.182 -3.557 -3.873
H -1.750 -4.327 -4.142
H -2.126 -4.577 -1.762
H -1.219 -3.051 -1.780
H 1.610 -5.085 -2.328
H 0.810 -6.541 -1.703
C 1.154 1.555 -4.259
C 1.288 0.289 -3.425
C 0.622 0.700 -2.121
O -0.387 1.660 -2.463
C -0.208 2.072 -3.822
H 1.219 1.385 -5.333
H 1.933 2.269 -3.978
H 0.726 -0.525 -3.893
H 2.317 -0.042 -3.290
H 1.335 1.184 -1.444
H 0.167 -0.140 -1.603
H -1.011 1.626 -4.420
H -0.289 3.158 -3.888
*
```

## Properties
HOMO-LUMO gap	8.2	eV
F_max	2.5	eV/Å
E_tot	-65270.088	eV
LUMO level	-0.01362	Eh

Formula: C44H45FI2N3O4
Source: OMol25
Level of theory: wB97M-V/def2-TZVPD

```
! RIJCOSX wB97M-V def2-TZVPD def2/J DEFGRID3
* xyz 1 1
C -1.455 2.956 -2.702
C -0.548 3.718 -1.713
C -0.547 5.230 -2.027
C 0.906 3.110 -1.669
C 1.085 2.369 -0.407
N 1.194 2.938 0.788
C 1.208 4.389 1.064
C 2.636 4.824 1.471
C 3.306 5.796 0.468
C 4.518 5.153 -0.202
N 5.595 4.780 0.695
C 1.309 1.951 1.752
C 1.435 2.082 3.243
C 2.711 1.371 3.709
F 1.394 3.384 3.673
C 1.291 0.792 1.114
N 1.162 1.058 -0.228
C 1.124 0.034 -1.267
I -0.536 -1.256 -0.820
C 2.504 -0.739 -1.208
C 3.267 -0.559 -2.510
I 2.346 -2.857 -0.850
H -1.561 3.483 -3.643
H -1.102 1.944 -2.885
H -2.449 2.894 -2.272
H -0.995 3.582 -0.735
H 0.448 5.659 -2.120
H -1.057 5.767 -1.232
H -1.102 5.458 -2.927
H 0.983 2.449 -2.519
H 1.615 3.922 -1.750
H 0.935 4.911 0.162
H 0.520 4.581 1.871
H 3.255 3.931 1.511
H 2.652 5.224 2.475
H 2.587 6.109 -0.287
H 3.615 6.688 1.005
H 4.157 4.300 -0.785
H 4.937 5.844 -0.928
H 5.270 4.529 1.620
H 6.254 5.536 0.822
H 0.597 1.559 3.703
H 2.964 1.719 4.703
H 2.526 0.305 3.669
H 3.511 1.610 3.015
H 1.381 -0.181 1.546
H 1.058 0.459 -2.255
H 3.130 -0.347 -0.417
H 4.261 -0.979 -2.441
H 2.726 -1.035 -3.324
H 3.384 0.502 -2.730
C 0.121 -6.586 -9.798
C 0.994 -5.503 -9.823
C 1.254 -4.794 -8.663
C 0.635 -5.159 -7.474
C -0.258 -6.234 -7.454
C -0.503 -6.951 -8.618
C -0.968 -6.616 -6.202
O -1.739 -7.551 -6.180
C -0.711 -5.812 -4.972
C -1.401 -6.113 -3.804
C -1.162 -5.382 -2.652
C -0.224 -4.352 -2.662
C 0.459 -4.048 -3.824
C 0.214 -4.767 -4.984
C 0.939 -4.398 -6.233
O 1.752 -3.495 -6.231
H -0.074 -7.144 -10.705
H 1.472 -5.215 -10.750
H 1.936 -3.955 -8.678
H -1.186 -7.789 -8.597
H -2.124 -6.916 -3.801
H -1.703 -5.614 -1.745
H -0.031 -3.778 -1.763
H 1.185 -3.246 -3.837
C -4.956 -3.113 8.689
C -5.884 -3.194 7.656
C -5.778 -2.357 6.558
C -4.749 -1.427 6.493
C -3.829 -1.331 7.541
C -3.931 -2.183 8.632
C -2.745 -0.312 7.514
O -1.938 -0.228 8.416
C -2.675 0.614 6.346
C -1.704 1.608 6.326
C -1.618 2.466 5.243
C -2.497 2.331 4.172
C -3.469 1.346 4.190
C -3.566 0.490 5.280
C -4.640 -0.547 5.298
O -5.401 -0.661 4.361
H -5.037 -3.773 9.541
H -6.691 -3.913 7.708
H -6.495 -2.421 5.751
H -3.212 -2.115 9.436
H -1.021 1.707 7.159
H -0.864 3.244 5.230
H -2.425 3.000 3.323
H -4.157 1.240 3.363
*
```

## Properties
HOMO-LUMO gap	8.1	eV
F_max	2.2	eV/Å
E_tot	-77932.062	eV
LUMO level	-0.11434	Eh

Formula: C2H11N5O
Source: OMol25
Level of theory: wB97M-V/def2-TZVPD

```
! RIJCOSX wB97M-V def2-TZVPD def2/J DEFGRID3
* xyz 0 1
C 0.982 2.068 -0.290
N 2.147 -1.142 0.107
O 2.647 -0.050 -0.415
H 1.803 -1.801 -0.599
H 2.630 -1.498 0.936
H 1.879 2.671 -0.302
H 0.110 2.575 0.104
H 0.816 1.604 -1.252
N -0.487 -0.878 0.637
C -1.644 -0.417 0.029
N 0.421 -0.146 1.332
N -2.121 -1.289 -0.938
N -2.116 0.721 0.347
H -0.084 -1.751 0.299
H 0.998 1.116 0.547
H -0.088 0.637 1.742
H -3.058 -1.122 -1.267
H -1.880 -2.264 -0.856
H -2.957 0.967 -0.163
*
```

## Properties
HOMO-LUMO gap (spin up / spin down)	8.5 / 8.1	eV
F_max	3.8	eV/Å
E_tot	-11744.471	eV
relative energy (zero: lowest compared OMol25 entry of this formula, charge and spin)	350.31	kJ/mol
LUMO level (spin up / spin down)	0.00295 / 0.01545	Eh

Formula: C14H11MgN2O5S3
Source: OMol25
Level of theory: wB97M-V/def2-TZVPD

```
! RIJCOSX wB97M-V def2-TZVPD def2/J DEFGRID3
* xyz -1 1
Mg 0.280 -0.037 0.161
O 1.147 -1.053 4.110
C 0.576 -0.774 2.863
O 1.309 -0.155 2.003
C -0.076 -2.042 2.309
C -0.460 -3.207 2.949
C -1.085 -4.187 2.180
C -1.320 -3.994 0.825
C -0.901 -2.793 0.267
N -0.294 -1.892 1.012
C -1.083 -2.364 -1.195
O -1.563 -3.166 -1.983
O -0.686 -1.168 -1.416
H 1.490 -0.204 4.419
H -0.280 -3.334 4.007
H -1.395 -5.112 2.652
H -1.813 -4.730 0.208
S -0.933 3.191 3.728
C -0.827 1.924 2.669
S -1.095 0.282 3.327
S -0.598 2.143 0.972
O 0.412 1.087 -1.912
C 1.684 1.178 -2.504
C 2.753 0.455 -1.712
C 4.100 0.633 -2.006
C 5.037 -0.086 -1.292
C 4.604 -0.954 -0.298
C 3.248 -1.044 -0.051
N 2.337 -0.361 -0.752
H -0.053 0.295 -2.248
H 1.949 2.235 -2.585
H 1.663 0.769 -3.520
H 4.395 1.333 -2.778
H 6.094 0.034 -1.496
H 5.300 -1.530 0.294
H 2.856 -1.653 0.752
*
```

## Properties
HOMO-LUMO gap	6.4	eV
F_max	0.4	eV/Å
E_tot	-65871.504	eV
relative energy (zero: lowest compared OMol25 entry of this formula, charge and spin)	0.00	kJ/mol
LUMO level	0.08805	Eh

Formula: C37H80B4F9N7O7P2S2
Source: OMol25
Level of theory: wB97M-V/def2-TZVPD

```
! RIJCOSX wB97M-V def2-TZVPD def2/J DEFGRID3
* xyz 0 1
C 1.781 -1.227 4.769
C 0.291 -1.334 4.430
C -0.012 -0.618 3.099
C -1.256 -1.205 2.421
C -1.823 -0.241 1.348
C -1.802 -0.829 -0.070
C -0.379 -1.099 -0.625
C -0.040 -0.326 -1.913
N 0.879 0.846 -1.733
C 0.042 1.944 -1.248
C 0.766 3.254 -0.908
C 1.555 3.328 0.428
C 2.030 2.028 1.069
C 3.332 1.473 0.451
C 3.436 -0.042 0.525
C 4.730 -0.615 -0.072
C 6.033 0.089 0.369
C 1.451 1.173 -3.003
S 0.532 1.424 -4.310
S 3.233 1.257 -3.237
C 3.761 2.929 -2.743
C 5.273 3.002 -2.557
C 5.738 2.946 -1.098
B 5.421 4.221 -0.253
O 5.132 5.430 -0.856
B 4.458 6.302 -0.012
B 3.063 7.203 -0.370
O 2.993 8.504 0.121
O 1.995 6.717 -1.074
C 0.763 6.761 -0.366
O 4.960 6.381 1.299
B 4.826 5.111 1.808
C 3.984 4.965 3.178
F 3.991 6.100 3.911
F 2.674 4.794 2.776
C 4.298 3.746 4.076
F 3.350 3.733 5.042
F 4.128 2.621 3.360
C 5.689 3.804 4.798
F 6.336 4.960 4.593
F 5.478 3.700 6.126
C 6.605 2.594 4.453
F 7.769 2.786 5.105
F 6.878 2.521 3.152
F 6.081 1.459 4.908
O 5.412 4.079 1.150
H 2.362 -1.725 3.996
H 2.046 -0.176 4.857
H 1.969 -1.768 5.696
H 0.017 -2.380 4.292
H -0.338 -0.883 5.197
H -0.130 0.452 3.287
H 0.869 -0.719 2.465
H -0.961 -2.164 2.004
H -1.990 -1.324 3.213
H -2.859 -0.006 1.592
H -1.276 0.702 1.415
H -2.396 -0.178 -0.712
H -2.328 -1.780 0.013
H -0.344 -2.156 -0.886
H 0.334 -0.959 0.182
H 0.339 -0.995 -2.679
H -0.988 0.064 -2.297
H -0.517 1.637 -0.366
H -0.725 2.200 -1.991
H 1.358 3.539 -1.776
H -0.029 3.996 -0.834
H 2.470 3.898 0.219
H 0.998 3.941 1.134
H 1.262 1.265 1.155
H 2.300 2.283 2.097
H 4.148 1.864 1.065
H 3.501 1.859 -0.552
H 3.374 -0.405 1.549
H 2.627 -0.431 -0.085
H 4.821 -1.660 0.228
H 4.685 -0.640 -1.159
H 6.458 0.600 -0.493
H 6.795 -0.632 0.661
H 5.907 0.766 1.209
H 3.277 3.194 -1.804
H 3.412 3.636 -3.490
H 5.765 2.190 -3.091
H 5.620 3.945 -2.971
H 6.835 2.898 -1.129
H 5.423 2.050 -0.568
H 2.817 8.514 1.067
H -0.029 6.280 -0.931
H 0.434 7.779 -0.156
H 0.823 6.241 0.593
O -4.250 -0.100 -3.243
P -4.384 0.161 -4.726
N -5.451 1.526 -4.675
C -6.788 1.390 -4.121
C -4.788 2.688 -4.088
N -5.109 -1.351 -5.159
C -6.497 -1.510 -5.521
C -4.632 -2.515 -4.421
N -4.036 0.462 -6.375
C -4.678 1.419 -7.258
C -3.095 -0.432 -7.037
H -7.255 2.373 -4.038
H -6.796 0.925 -3.126
H -7.436 0.820 -4.784
H -3.789 2.816 -4.518
H -4.677 2.593 -3.001
H -5.352 3.597 -4.308
H -7.163 -1.450 -4.650
H -6.654 -2.484 -5.993
H -6.808 -0.768 -6.260
H -5.127 -2.624 -3.446
H -3.560 -2.448 -4.245
H -4.805 -3.423 -5.005
H -5.747 1.221 -7.358
H -4.235 1.362 -8.255
H -4.544 2.447 -6.924
H -3.622 -1.133 -7.692
H -2.530 -1.014 -6.308
H -2.367 0.126 -7.629
O -2.359 -4.254 3.213
P -2.643 -5.582 2.557
N -4.065 -6.066 3.416
C -4.005 -6.321 4.845
C -5.186 -5.178 3.117
N -1.186 -6.396 3.020
C -1.124 -7.453 4.001
C 0.010 -5.564 3.082
N -2.918 -6.737 1.328
C -3.925 -7.783 1.306
C -1.956 -6.799 0.236
H -5.014 -6.470 5.236
H -3.540 -5.502 5.408
H -3.475 -7.246 5.062
H -5.257 -5.001 2.039
H -5.084 -4.205 3.612
H -6.127 -5.637 3.429
H -1.226 -7.074 5.027
H -0.165 -7.973 3.934
H -1.887 -8.214 3.823
H 0.088 -5.012 4.029
H 0.019 -4.837 2.271
H 0.902 -6.185 2.964
H -3.809 -8.471 2.144
H -3.838 -8.364 0.385
H -4.938 -7.384 1.320
H -1.299 -7.667 0.347
H -1.331 -5.906 0.214
H -2.459 -6.857 -0.733
*
```

## Properties
HOMO-LUMO gap	7.6	eV
F_max	5.9	eV/Å
E_tot	-131845.997	eV
LUMO level	-0.01932	Eh

Formula: C4H4O2
Source: OMol25
Level of theory: wB97M-V/def2-TZVPD

```
! RIJCOSX wB97M-V def2-TZVPD def2/J DEFGRID3
* xyz 0 1
O -1.495 -0.680 1.258
C -0.276 -0.422 0.696
C 0.882 -1.137 0.586
C 1.607 -0.213 -0.175
O 0.972 0.815 -0.768
C -0.371 0.835 -0.072
H -1.939 -1.329 0.696
H 2.708 -0.212 -0.259
H -0.588 1.737 0.541
H -1.209 0.727 -0.779
*
```

## Properties
HOMO-LUMO gap	8.0	eV
SMILES	OC1=C=COC1
F_max	1.6	eV/Å
E_tot	-8303.525	eV
relative energy (zero: lowest compared OMol25 entry of this formula, charge and spin)	342.76	kJ/mol
LUMO level	-0.01478	Eh

Formula: C20H40N4O7PtSi4
Source: OMol25
Level of theory: wB97M-V/def2-TZVPD

```
! RIJCOSX wB97M-V def2-TZVPD def2/J DEFGRID3
* xyz 2 5
Pt 0.592 0.286 0.694
O 3.689 2.637 -0.889
C 2.726 2.147 -0.353
O 2.300 0.926 -0.508
C 1.891 3.017 0.562
C 1.563 4.300 0.209
C 0.630 4.990 0.974
C -0.045 4.425 2.076
C 0.277 3.163 2.438
C 1.373 2.444 1.799
O 1.904 1.443 2.329
N -0.493 2.477 3.465
O -0.632 1.267 3.319
O -0.973 3.133 4.353
N 0.235 6.352 0.554
O 0.684 6.747 -0.496
O -0.538 6.934 1.281
H 1.991 4.763 -0.671
H -0.810 4.987 2.596
N 3.891 -3.338 2.183
C 4.218 -2.490 0.978
C 2.944 -1.878 0.424
N 2.235 -1.101 1.455
C 1.890 -1.937 2.611
C 3.132 -2.567 3.229
H 4.752 -3.710 2.588
H 3.338 -4.146 1.887
H 4.708 -3.125 0.241
H 4.921 -1.725 1.307
H 2.273 -2.661 0.059
H 3.184 -1.212 -0.403
H 2.820 -0.318 1.753
H 1.185 -2.705 2.286
H 1.394 -1.327 3.366
H 2.875 -3.249 4.038
H 3.809 -1.804 3.613
C -1.913 -2.924 -3.200
Si -0.568 -2.666 -1.944
C -0.599 -3.986 -0.616
C 1.108 -2.586 -2.777
Si -0.874 -0.603 -0.832
Si -3.058 -0.494 0.408
C -4.307 -1.400 -0.614
C -3.484 1.260 0.806
C -2.530 -1.479 1.894
Si -1.327 1.307 -2.307
C 0.177 1.067 -3.383
C -1.346 2.939 -1.401
C -2.919 1.008 -3.211
H -1.809 -3.921 -3.639
H -1.842 -2.201 -4.014
H -2.911 -2.858 -2.767
H -0.313 -4.953 -1.038
H -1.595 -4.100 -0.184
H 0.090 -3.754 0.201
H 1.511 -3.594 -2.905
H 1.830 -1.985 -2.222
H 1.025 -2.146 -3.772
H -4.465 -0.968 -1.602
H -5.262 -1.369 -0.078
H -4.028 -2.449 -0.726
H -3.681 1.860 -0.082
H -2.686 1.731 1.382
H -4.389 1.269 1.421
H -2.194 -2.481 1.625
H -3.416 -1.585 2.533
H -1.760 -0.977 2.482
H 1.110 1.047 -2.816
H 0.220 1.912 -4.079
H 0.095 0.153 -3.974
H -1.201 2.825 -0.325
H -2.306 3.435 -1.557
H -0.564 3.599 -1.782
H -2.983 0.015 -3.657
H -2.976 1.741 -4.023
H -3.790 1.166 -2.572
*
```

## Properties
HOMO-LUMO gap (spin up / spin down)	7.8 / 5.5	eV
F_max	0.6	eV/Å
E_tot	-76417.982	eV
relative energy (zero: lowest compared OMol25 entry of this formula, charge and spin)	128.10	kJ/mol
LUMO level (spin up / spin down)	-0.21043 / -0.31988	Eh

Formula: C10H13ClO3RuS
Source: OMol25
Level of theory: wB97M-V/def2-TZVPD

```
! RIJCOSX wB97M-V def2-TZVPD def2/J DEFGRID3
* xyz 2 5
Cl -0.804 -3.164 -1.131
C 0.961 0.665 -2.085
C 0.375 1.805 -1.453
C -1.008 1.575 -1.297
H 0.915 2.698 -1.119
C -1.358 0.335 -2.010
C -0.099 -0.187 -2.540
H -0.032 -1.133 -3.088
H 2.016 0.530 -2.318
H -1.765 2.252 -0.884
C -2.739 -0.200 -2.223
Ru -0.119 -0.209 -0.371
C -1.305 -0.531 1.065
O -2.024 -0.788 1.963
C 1.312 -1.013 0.583
O 2.185 -1.559 1.174
H -3.368 0.079 -1.367
H -2.664 -1.295 -2.280
H -3.177 0.212 -3.142
C 1.659 2.438 3.638
S 0.994 1.817 2.089
C -0.539 2.726 1.959
O 1.933 2.285 1.027
H 0.910 2.310 4.419
H 1.915 3.485 3.468
H 2.547 1.839 3.848
H -0.609 3.390 2.826
H -0.542 3.283 1.019
H -1.357 1.994 1.977
*
```

## Properties
HOMO-LUMO gap (spin up / spin down)	8.4 / 5.6	eV
F_max	7.6	eV/Å
E_tot	-42641.150	eV
LUMO level (spin up / spin down)	-0.25654 / -0.42860	Eh